i | Computed, not measured: 4 unconnected molecules or ions with the total composition C3H16NO3S, with ωB97M-V/def2-TZVPD.

Calculated values
**Net charge**: +1
**2S+1**: 1

```
24
C3H16NO3S | OMol25 | ωB97M-V/def2-TZVPD
C 1.374 1.147 -0.152
C 0.973 2.604 0.258
C 0.387 2.709 1.664
S -1.407 2.517 1.714
N 0.300 0.279 -0.712
H 2.097 1.322 -0.997
H 1.824 0.619 0.724
H 0.396 3.093 -0.567
H 1.951 3.113 0.289
H 0.614 3.620 2.157
H 0.736 1.884 2.265
H -1.390 1.248 1.341
H 0.103 -0.644 -0.302
H -0.577 0.817 -0.637
H 0.479 0.077 -1.731
H -0.388 -3.341 -0.170
H -1.547 -2.874 -0.755
O -0.637 -2.526 -0.643
H 0.637 -1.818 -4.141
H 0.028 -0.572 -4.550
O 0.647 -0.889 -3.870
H -1.644 -4.250 3.497
H -2.958 -4.122 2.684
O -2.000 -4.014 2.637
```

ii | Computed, not measured: 4 unconnected molecules or ions with the total composition C3H16NO3S, with ωB97M-V/def2-TZVPD.

Calculated values
**Net charge**: +1
**2S+1**: 1

```
24
C3H16NO3S | OMol25 | ωB97M-V/def2-TZVPD
C 1.235 0.858 -0.267
C 0.914 2.271 0.141
C 0.718 2.495 1.644
S -1.114 2.173 1.935
N 0.007 0.171 -0.898
H 2.032 0.807 -1.013
H 1.448 0.260 0.610
H 0.129 2.644 -0.516
H 1.756 2.894 -0.180
H 0.983 3.514 1.957
H 1.154 1.684 2.279
H -1.138 2.311 3.246
H 0.055 -0.816 -0.537
H -0.883 0.660 -0.828
H 0.039 0.122 -1.930
H -1.126 -2.637 0.166
H -0.668 -2.832 -1.369
O -0.513 -2.398 -0.533
H 0.260 -1.554 -3.852
H 0.114 -0.027 -4.413
O 0.265 -0.609 -3.671
H -1.527 -3.661 3.281
H -2.194 -4.636 2.347
O -1.946 -3.693 2.401
```

Most stable structure - ii; separation to the second - 4.5 kcal/mol.

i | Computed, not measured: 2 unconnected molecules or ions with the total composition C2H2ClFNO2, with ωB97M-V/def2-TZVPD.

Calculated values
**Net charge**: -1
**2S+1**: 1

```
9
C2H2ClFNO2 | OMol25 | ωB97M-V/def2-TZVPD
C 0.724 -0.666 1.259
C -0.984 0.437 -0.820
N 0.802 0.261 0.099
O 1.839 -0.874 1.720
O -0.407 -0.974 1.609
F 1.690 -0.097 -0.914
Cl -1.219 2.050 -1.304
H -0.844 -0.243 -1.650
H -1.600 0.106 0.001
```

ii | Computed, not measured: 2 unconnected molecules or ions with the total composition C2H2ClFNO2, with ωB97M-V/def2-TZVPD.

Calculated values
**Net charge**: -1
**2S+1**: 1

```
9
C2H2ClFNO2 | OMol25 | ωB97M-V/def2-TZVPD
C -0.684 1.353 1.915
C 0.553 0.188 -0.333
N 0.749 0.866 1.600
O -1.108 0.935 2.990
O -1.182 2.154 1.101
F 1.142 -0.286 2.350
Cl 2.062 -0.221 -0.848
H -0.258 -0.606 -0.131
H 0.036 1.177 -0.494
```

Most stable structure - i; separation to the second - 8.3 kcal/mol.